Entry from OMol25: a cluster of 2 separate species, C2H6NO2P in total (ωB97M-V/def2-TZVPD).

CARTESIAN COORDINATES (ANGSTROEM)
C -1.38 -0.28 0.25
C 1.42 -0.15 -0.24
N -1.18 0.52 1.20
O 1.04 0.99 -0.91
O 1.76 -0.06 1.07
P -0.03 -1.47 -0.37
H -2.25 -0.44 -0.25
H 2.20 -0.53 -0.76
H -2.01 1.13 1.41
H 0.14 1.30 -0.46
H 1.00 0.42 1.61
H -0.72 -1.42 -2.55

- Total charge: 0
- Orbital gap: 8.22 eV